[1]
The following is a DFT calculation (ωB97M-V/def2-TZVPD) of 3 unconnected molecules or ions with the total composition C16H37N2O13PS.

XYZ file:
```
70
Properties=species:S:1:pos:R:3:forces:R:3:lowdin_charge:R:1
C -6.1392 -2.0882 1.5622 0.528 -0.292 -1.240 -0.084
C -4.5133 -2.4768 1.5000 -2.491 -0.479 0.186 -0.214
O -3.7601 -1.4814 2.2761 2.151 -1.912 -1.214 -0.120
C -2.3114 -1.7262 2.2580 -0.613 1.578 0.626 -0.360
C -1.6716 -2.9029 1.3155 1.081 0.812 -0.957 -0.058
O -1.8531 -4.2432 1.9615 -0.500 2.896 0.026 -0.134
N -2.4230 -4.9738 0.9508 4.332 -2.901 -2.873 -0.017
O -1.4828 -5.4828 0.3200 -4.094 1.145 1.671 0.052
O -1.8655 -2.1136 3.6331 1.655 2.243 -1.142 -0.182
S -0.2729 -1.4892 3.7688 4.746 -5.330 4.519 0.869
O 0.2004 -0.9116 5.1349 -3.049 -0.108 -5.239 -0.313
O 0.5776 -2.8115 3.6844 -3.162 5.047 -1.532 -0.317
O -0.2392 -0.4392 2.3885 -1.166 -1.511 1.912 -0.267
C -1.6863 -0.1848 2.1066 -0.714 -0.345 -2.063 -0.432
C -2.0894 0.4474 0.6487 0.629 -0.077 -0.913 -0.112
C -0.8420 0.5791 -0.4157 -0.454 0.698 -0.390 -0.153
C -1.3462 0.1784 -1.9525 0.997 0.033 0.432 -0.229
N -0.4553 -0.9756 -2.4581 -0.718 1.190 0.737 -0.045
P -2.1254 0.9579 3.6198 -0.519 1.587 1.655 1.041
O -0.7438 2.0566 3.7971 -1.627 -1.741 -0.716 -0.307
O -3.4473 2.0466 3.1590 1.573 -1.929 -0.349 -0.322
H -6.5817 -2.5261 0.5436 0.806 0.851 2.342 0.090
H -6.6855 -2.6037 2.4603 1.149 1.283 -1.690 0.085
H -6.3128 -0.9214 1.4955 0.437 -2.435 0.427 0.087
H -4.4130 -3.5127 2.0345 0.068 1.843 -1.394 0.137
H -4.2553 -2.4980 0.3470 -0.080 0.069 2.513 0.130
H -0.4892 -2.7897 1.1979 -2.677 0.084 0.527 0.142
H -2.0844 -2.9207 0.2039 0.588 0.178 2.516 0.144
H -2.5874 1.5201 0.7296 1.053 -2.371 0.285 0.130
H -2.8953 -0.2481 0.1448 1.529 1.227 1.256 0.112
H -0.4706 1.7127 -0.4008 -0.656 -2.580 -0.045 0.123
H 0.0695 -0.1251 -0.1915 -1.837 1.356 -0.145 0.097
H -2.4513 -0.2112 -1.9910 2.045 0.902 0.207 0.111
H -1.2206 1.1279 -2.6280 -0.324 -2.098 1.183 0.090
H -0.4712 -1.6852 -1.6881 0.474 0.846 -1.070 0.051
H 0.5218 -0.6273 -2.5970 -1.195 -0.552 0.507 0.066
H -0.0570 1.6573 4.4097 -1.483 0.223 -0.869 0.062
H -4.2847 1.5256 2.9821 1.539 0.518 0.402 0.069
C 5.6022 -2.7174 -0.3181 0.072 0.011 0.193 -0.109
O 5.3896 -1.5265 0.4328 -0.334 -0.015 -0.475 -0.192
C 4.6812 -0.5335 -0.3155 -0.068 -0.080 0.649 -0.193
C 3.2041 -0.4846 0.0853 0.114 -0.268 -0.514 -0.192
O 2.5228 -1.6863 -0.2887 0.236 0.208 0.231 -0.210
C 2.3387 -2.5680 0.8135 -0.185 0.014 -0.073 -0.098
H 5.9285 -3.5014 0.3707 -0.019 0.192 -0.022 0.091
H 4.6896 -3.0550 -0.8202 0.068 0.086 0.028 0.084
H 6.3922 -2.5504 -1.0566 -0.038 -0.081 -0.094 0.087
H 4.7916 -0.7038 -1.3932 -0.104 -0.053 0.091 0.124
H 5.1413 0.4317 -0.0797 -0.042 -0.001 -0.017 0.123
H 2.7209 0.3365 -0.4547 0.017 0.048 0.015 0.106
H 3.0928 -0.2907 1.1595 0.097 -0.079 -0.099 0.131
H 1.5422 -2.1845 1.4621 0.236 -0.110 0.069 0.040
H 3.2569 -2.6930 1.3937 -0.081 0.052 0.001 0.095
H 2.0373 -3.5439 0.4257 0.005 0.117 -0.059 0.098
C -0.3555 3.3662 -3.7052 -0.059 0.028 0.142 -0.118
O 0.4844 3.0603 -2.5969 0.199 0.165 -0.398 -0.224
C 1.8646 2.9864 -2.9674 -0.099 0.249 0.537 -0.186
C 2.6141 4.2629 -2.5756 -0.066 -0.014 -0.602 -0.191
O 2.1587 5.3879 -3.3340 -0.206 -0.281 0.422 -0.195
C 1.2640 6.2115 -2.5940 0.138 0.076 -0.109 -0.109
H -1.3427 3.6365 -3.3208 0.139 -0.074 0.047 0.093
H 0.0294 4.2060 -4.2931 0.018 -0.111 0.068 0.088
H -0.4589 2.4830 -4.3430 -0.010 0.056 -0.147 0.085
H 1.9710 2.7803 -4.0392 -0.018 0.127 0.090 0.129
H 2.2970 2.1430 -2.4192 0.036 0.011 -0.008 0.111
H 3.6763 4.1316 -2.8077 -0.041 -0.035 0.023 0.124
H 2.5278 4.4568 -1.4991 -0.099 -0.073 -0.118 0.126
H 1.8266 6.7944 -1.8552 -0.133 -0.012 0.033 0.089
H 0.4925 5.6244 -2.0887 0.059 -0.008 0.000 0.082
H 0.7773 6.9001 -3.2887 0.151 -0.094 0.007 0.090
```
Forces are in eV/Å.

## Properties
Max |F| (eV/Å): 8.45
Net charge: 0
Lowest unoccupied orbital energy (eV): -1.103
E (hartree): -2458.5359

=====

[2]
The following is a DFT calculation (ωB97M-V/def2-TZVPD) of a molecular structure, C16H37N2O7PPdS.

XYZ file:
```
65
Properties=species:S:1:pos:R:3:forces:R:3:lowdin_charge:R:1
Pd 0.6336 -0.1539 0.5650 -0.135 0.428 0.272 0.875
C 0.7351 -0.6255 5.3545 -0.033 -0.016 -0.019 0.011
N -0.2101 -1.3262 4.4808 -0.023 -0.022 0.013 -0.111
C -1.1767 -2.2120 5.1378 0.033 0.029 -0.004 -0.003
C -0.1633 -1.1557 3.1744 0.012 0.056 -0.048 -0.379
O 0.7166 -0.4463 2.6303 0.036 -0.137 0.165 -0.086
C -1.1719 -1.8921 2.3020 -0.058 -0.065 0.011 -0.067
O -1.3350 -1.2676 1.0266 0.174 0.033 0.048 -0.197
C -2.5755 -0.5828 0.8193 -0.018 -0.044 -0.011 -0.080
C -2.3543 0.9293 0.7882 0.004 -0.051 -0.013 -0.422
O -1.2100 1.3542 0.9591 -0.024 0.027 -0.005 0.000
N -3.4083 1.7106 0.5682 0.018 -0.006 0.019 -0.124
C -4.7685 1.2265 0.3692 0.007 0.008 0.023 -0.010
C -3.2321 3.1589 0.4910 -0.007 -0.017 -0.008 0.001
H 1.4889 -1.3224 5.7210 0.006 0.008 0.005 0.108
H 1.2090 0.1809 4.8067 0.003 0.004 0.008 0.093
H 0.1852 -0.2185 6.2007 0.010 0.008 0.005 0.107
H -0.7682 -2.4930 6.1045 -0.006 -0.007 0.001 0.105
H -2.1283 -1.7047 5.2998 -0.006 -0.007 0.005 0.111
H -1.3298 -3.1267 4.5701 -0.009 -0.001 0.003 0.097
H -0.7898 -2.9015 2.1255 -0.005 0.000 -0.006 0.158
H -2.1374 -1.9842 2.7948 0.002 0.008 0.002 0.127
H -2.9874 -0.9297 -0.1274 0.018 0.025 -0.008 0.130
H -3.2716 -0.8489 1.6149 0.000 -0.006 -0.006 0.136
H -4.8830 0.1949 0.6883 -0.003 -0.002 -0.013 0.084
H -5.4507 1.8341 0.9622 -0.004 -0.001 -0.003 0.106
H -5.0550 1.3066 -0.6804 -0.002 0.003 0.000 0.107
H -2.1742 3.3899 0.4279 -0.003 0.007 0.002 0.090
H -3.7495 3.5321 -0.3925 0.005 0.005 -0.001 0.101
H -3.6559 3.6365 1.3747 -0.003 0.002 -0.002 0.106
C 2.7568 -0.1512 -4.5139 0.043 -0.012 -0.036 -0.048
C 2.6000 -0.0671 -3.0195 -0.114 0.166 0.068 -0.241
O 1.2086 -0.3795 -2.6982 0.078 -0.279 0.056 -0.230
P 0.2952 0.1849 -1.5577 -0.169 0.265 -0.195 0.595
O 0.1108 1.7164 -1.7507 0.081 0.023 -0.060 -0.223
C -0.2634 2.3327 -3.0359 -0.053 -0.054 0.069 -0.201
C 0.8485 3.2347 -3.4988 0.007 0.021 0.007 -0.048
O -1.0941 -0.4868 -1.8842 0.031 -0.003 -0.086 -0.236
C -1.2051 -1.8827 -2.3287 0.012 0.048 0.047 -0.230
C -1.5307 -1.9234 -3.7974 -0.014 -0.030 -0.029 -0.050
H 3.8047 -0.0059 -4.7776 -0.003 0.016 0.007 0.096
H 2.1688 0.6133 -5.0204 -0.018 -0.002 0.007 0.080
H 2.4502 -1.1311 -4.8773 0.003 -0.003 0.006 0.091
H 2.8219 0.9317 -2.6378 0.042 -0.023 0.008 0.114
H 3.2142 -0.8013 -2.5048 0.020 -0.035 -0.001 0.096
H -1.1757 2.8840 -2.8216 0.002 0.014 -0.007 0.126
H -0.4919 1.5409 -3.7500 0.011 0.015 -0.026 0.117
H 1.1208 3.9381 -2.7133 -0.004 0.006 -0.006 0.094
H 0.5160 3.8052 -4.3662 -0.008 -0.017 -0.009 0.097
H 1.7325 2.6671 -3.7892 0.002 0.012 0.009 0.063
H -1.9968 -2.3116 -1.7174 -0.015 -0.019 -0.023 0.115
H -0.2741 -2.4022 -2.1000 -0.009 0.001 -0.020 0.117
H -2.4681 -1.4085 -4.0034 0.002 0.012 0.007 0.091
H -1.6359 -2.9612 -4.1155 -0.005 0.004 0.002 0.096
H -0.7359 -1.4657 -4.3849 0.009 -0.005 0.004 0.077
C 5.1364 0.4269 0.5350 -0.020 0.124 0.023 -0.217
S 3.5959 -0.4461 0.3571 0.079 0.142 0.161 0.898
C 3.6558 -1.4018 1.8660 0.049 0.041 0.033 -0.237
O 2.5343 0.6648 0.6106 0.006 -0.665 -0.394 -0.601
H 5.1553 0.9434 1.4938 -0.012 -0.016 0.002 0.080
H 5.2149 1.1418 -0.2813 -0.024 -0.013 -0.014 0.069
H 5.9413 -0.3042 0.4643 0.007 0.008 -0.005 0.076
H 4.6147 -1.9175 1.9034 -0.007 -0.031 -0.016 0.075
H 2.8460 -2.1271 1.8549 -0.015 0.028 -0.022 0.050
H 3.5468 -0.7138 2.7032 0.017 -0.009 0.002 0.073
```
Forces are in eV/Å.

## Properties
Energy relative to the best compared isomer or geometry (same formula, charge and spin) (kJ/mol): 12.1
Max |F| (eV/Å): 0.77
Net charge: +2
Lowest unoccupied orbital energy (spin up / spin down) (eV): -6.361 / -6.362
E (hartree): -2135.0113

=====

[3]
The following is a DFT calculation (ωB97M-V/def2-TZVPD) of 2 unconnected molecules or ions with the total composition C16H38B2BrFN4O11P2S2.

XYZ file:
```
77
Properties=species:S:1:pos:R:3:forces:R:3:lowdin_charge:R:1
C 4.6130 -1.4055 1.8421 0.137 -0.651 0.080 -0.101
C 4.0780 -2.8378 1.9659 0.206 0.313 0.379 -0.239
C 2.5552 -2.9385 1.9652 -0.040 -0.986 -0.793 -0.223
N 1.9389 -2.0194 0.9758 -0.346 -0.650 -0.410 0.020
C 0.4850 -2.1736 0.9447 0.735 0.842 1.252 -0.290
C -0.2637 -0.8904 1.3053 0.714 0.079 -0.342 -0.090
C 0.3044 -0.1183 2.5237 0.928 0.803 0.744 -0.679
O -0.0606 1.0534 2.6069 -0.742 0.212 -0.519 0.054
O 1.0526 -0.7330 3.3086 -0.345 -1.203 0.125 0.008
N -1.6801 -1.2630 1.6711 -0.642 0.238 0.004 0.090
B -1.8533 -1.4231 3.2104 0.785 0.814 1.412 -0.723
O -1.2081 -2.3863 3.9037 0.043 -0.375 -0.579 0.223
O -2.6856 -0.5487 3.8229 -0.849 -1.030 -0.900 0.127
C -3.6618 -1.2563 4.6383 -0.618 0.433 0.190 -0.200
C -5.0096 -0.5561 4.5291 -0.001 -0.645 0.278 -0.058
C -2.2830 -2.4523 0.9737 -0.516 -0.453 -0.334 -0.367
P -3.9926 -1.8966 0.4353 -0.146 1.156 -0.399 0.355
S -4.0151 -0.3367 -0.6948 0.076 -0.015 0.049 0.239
C -1.4182 -3.2192 -0.1102 -0.159 -0.914 0.184 -0.590
Br -2.4431 -3.4487 -1.7915 0.163 0.045 0.063 0.906
B -1.2911 -4.7840 0.3569 0.418 -0.301 -0.052 -0.668
N 0.0132 -5.3133 0.6931 -0.285 0.332 -0.172 0.189
O -2.3931 -5.5932 0.4585 0.097 0.598 1.126 0.140
N -0.0410 -2.7152 -0.3354 -1.388 0.830 0.117 -0.128
S 0.2154 -1.7406 -1.6568 2.765 -0.016 -1.545 0.561
O 1.3540 -0.9169 -1.4432 -0.427 0.086 0.944 -0.224
O 0.3106 -2.5529 -2.8155 -1.306 -0.207 0.110 -0.254
F -0.9798 -0.7418 -1.7978 -0.275 -0.475 0.256 -0.174
H 4.2186 -0.8073 2.6626 -0.068 0.273 -0.256 0.078
H 5.7038 -1.4152 1.9016 -0.038 0.023 0.080 0.067
H 4.3484 -1.0077 0.8640 -0.150 0.315 0.194 0.061
H 4.5194 -3.4647 1.1846 -0.184 0.058 -0.110 0.101
H 4.4179 -3.2758 2.9101 0.043 0.012 -0.057 0.105
H 2.3109 -3.9578 1.6215 -0.020 -0.058 0.347 0.102
H 2.1144 -2.8420 2.9536 0.124 0.617 -0.026 0.103
H 2.2339 -2.4295 0.0932 0.324 0.577 -0.132 0.108
H 0.2825 -2.8626 1.7737 -0.560 -0.492 -0.607 0.138
H -0.3105 -0.1586 0.5001 -0.028 -0.188 -0.110 0.148
H -2.2687 -0.4422 1.4572 0.305 0.121 -0.245 0.136
H -0.2372 -2.3393 3.7772 0.061 0.186 0.033 0.117
H -3.3216 -1.3170 5.6713 0.136 0.066 -0.071 0.133
H -3.8140 -2.2803 4.2771 0.355 0.013 -0.035 0.115
H -5.0914 0.3060 5.1860 0.079 0.191 -0.270 0.084
H -5.7652 -1.2837 4.8424 -0.041 0.145 0.106 0.083
H -5.2361 -0.3174 3.4899 0.084 0.293 0.079 0.066
H -2.5059 -3.1963 1.7505 0.240 0.101 0.103 0.114
H -4.7159 -3.0198 0.0002 0.262 -0.189 0.320 -0.014
H -4.5593 -1.5548 1.6847 0.134 -0.579 0.111 -0.015
H 0.4589 -5.8509 -0.0391 0.358 0.134 0.126 0.100
H 0.0045 -5.8182 1.5697 -0.032 -0.493 -0.270 0.092
H -3.1664 -5.1489 0.8265 -0.331 -0.176 -0.580 0.095
C -1.4759 2.8437 -5.0592 0.110 -0.061 0.082 -0.082
C -0.9024 4.2345 -5.2718 -0.150 -0.182 -0.196 -0.281
O -0.3489 4.7744 -4.0710 0.398 -0.598 0.027 -0.193
P 1.1092 4.2646 -3.5823 -2.356 5.145 2.647 0.509
O 2.0919 4.7467 -4.5788 0.524 -2.943 -0.445 -0.220
O 1.3410 5.2856 -2.3285 0.139 -0.525 -0.097 -0.208
C 2.5456 6.0366 -2.1942 0.044 0.326 -0.011 -0.306
C 2.3382 7.4641 -2.6549 -0.132 0.090 -0.048 -0.076
O 0.5608 3.0981 -2.5994 1.497 -1.304 -2.070 -0.184
C 1.4708 2.0298 -2.2175 0.215 0.024 0.274 -0.255
C 2.5207 2.5003 -1.2318 0.077 0.266 -0.091 -0.057
H -0.6872 2.1220 -4.8366 -0.020 -0.010 -0.046 0.065
H -2.0028 2.5057 -5.9528 0.009 0.038 -0.011 0.076
H -2.1656 2.8388 -4.2152 -0.039 0.041 -0.027 0.081
H -0.1447 4.2251 -6.0608 0.016 0.052 0.034 0.110
H -1.6934 4.9169 -5.5813 0.053 0.088 0.095 0.116
H 3.3660 5.5650 -2.7357 -0.078 -0.002 -0.121 0.100
H 2.8101 6.0251 -1.1343 -0.112 -0.075 0.019 0.116
H 1.9810 7.4950 -3.6842 0.109 -0.090 -0.045 0.076
H 3.2674 8.0328 -2.5879 0.000 -0.012 0.016 0.075
H 1.5837 7.9539 -2.0376 0.038 -0.005 0.046 0.076
H 1.9369 1.6091 -3.1117 -0.059 -0.034 -0.002 0.121
H 0.8659 1.2547 -1.7666 -0.212 0.134 -0.047 0.075
H 3.2256 3.1902 -1.7032 0.011 -0.040 -0.005 0.070
H 3.0866 1.6510 -0.8484 -0.067 -0.047 -0.013 0.079
H 2.0576 3.0277 -0.3986 -0.049 -0.090 0.038 0.093
```
Forces are in eV/Å.

## Properties
Max |F| (eV/Å): 6.25
Net charge: 0
Lowest unoccupied orbital energy (eV): -0.946
E (hartree): -5881.9310